[1]
Here is a molecular structure, C24H24BCl2N9ORe from the Open Molecules 2025 dataset. Energies are from wB97M-V/def2-TZVPD.

As for the spin multiplicity: 4. The energy above the lowest of the compared OMol25 structures with the same formula, charge and spin is 0.0 kJ/mol. As for the net charge: +2. Its orbital gap (alpha / beta) is 0.273 / 0.215 Eh.

Positions of all 62 atoms, in Å:
Re (0.053, -0.229, 0.189)
C (4.210, 0.523, 0.293)
C (2.989, 0.552, -0.353)
N (2.058, -0.010, 0.435)
N (2.659, -0.391, 1.591)
C (3.952, -0.077, 1.520)
B (1.812, -1.000, 2.742)
N (0.725, 0.026, 3.106)
C (0.465, 0.673, 4.243)
C (-0.597, 1.542, 4.032)
C (-0.932, 1.376, 2.701)
N (-0.137, 0.447, 2.147)
N (1.081, -2.239, 2.183)
C (1.102, -3.508, 2.590)
C (0.288, -4.262, 1.756)
C (-0.199, -3.355, 0.832)
N (0.280, -2.127, 1.093)
H (5.153, 0.892, -0.068)
H (2.720, 0.943, -1.321)
H (4.609, -0.294, 2.347)
H (2.492, -1.281, 3.674)
H (1.052, 0.480, 5.125)
H (-1.048, 2.208, 4.745)
H (-1.678, 1.880, 2.109)
H (1.690, -3.795, 3.446)
H (0.086, -5.316, 1.815)
H (-0.858, -3.515, -0.005)
C (-1.787, 0.043, -4.176)
C (-1.042, -0.247, -2.925)
N (-0.871, 0.548, -1.942)
N (-1.296, 1.837, -1.966)
C (-0.779, 2.433, -0.926)
O (-0.057, 1.758, -0.052)
C (-0.986, 3.857, -0.663)
C (-0.344, 4.473, 0.412)
C (-0.546, 5.821, 0.652)
C (-1.388, 6.553, -0.175)
C (-2.028, 5.942, -1.247)
C (-1.828, 4.597, -1.496)
C (-0.250, -1.483, -2.734)
C (-0.177, -2.477, -3.693)
C (0.765, -3.486, -3.557)
C (1.625, -3.455, -2.473)
C (1.461, -2.461, -1.526)
N (0.528, -1.505, -1.621)
H (-2.224, 1.035, -4.121)
H (-1.126, -0.009, -5.043)
H (-2.582, -0.692, -4.320)
H (0.314, 3.897, 1.049)
H (-0.047, 6.304, 1.480)
H (-1.545, 7.607, 0.014)
H (-2.682, 6.517, -1.887)
H (-2.317, 4.114, -2.330)
H (-0.828, -2.434, -4.554)
H (0.842, -4.267, -4.302)
H (2.409, -4.187, -2.348)
H (2.100, -2.423, -0.654)
Cl (-3.607, -3.101, 0.261)
C (-3.385, -1.635, 1.166)
Cl (-2.526, -0.353, 0.183)
H (-2.797, -1.790, 2.064)
H (-4.346, -1.173, 1.368)

---

[2]
Here is a molecular structure, CH6F15K2N6O30S13 from the Open Molecules 2025 dataset. Energies are from wB97M-V/def2-TZVPD.

As for the spin multiplicity: 2. As for the net charge: -4. Its orbital gap (alpha / beta) is 0.221 / 0.074 Eh.

Positions of all 73 atoms, in Å:
K (1.546, 32.003, -1.456)
K (-4.644, 27.436, -0.061)
N (-6.734, 29.111, 0.368)
S (-6.850, 30.277, -0.934)
O (-6.633, 31.658, -0.594)
O (-7.755, 29.931, -2.089)
F (-5.424, 29.858, -1.503)
S (-8.197, 29.036, 0.542)
O (-8.810, 27.885, -0.170)
O (-8.979, 30.194, 0.866)
F (-8.061, 28.384, 2.022)
N (0.145, 24.254, 5.860)
S (0.482, 25.539, 4.768)
O (0.760, 25.193, 3.374)
O (0.991, 26.829, 5.287)
F (-1.126, 25.995, 4.641)
S (1.642, 23.817, 5.867)
O (2.382, 24.178, 7.060)
O (2.340, 23.374, 4.635)
F (1.230, 22.319, 6.231)
N (1.916, 34.132, 2.780)
S (0.753, 32.898, 3.094)
O (-0.455, 33.497, 3.683)
O (1.165, 31.535, 3.523)
F (0.482, 32.672, 1.503)
S (2.882, 33.634, 3.765)
O (3.759, 32.522, 3.346)
O (2.497, 33.664, 5.129)
F (3.881, 34.900, 3.662)
N (-2.394, 29.470, 1.313)
S (-1.527, 29.835, -0.149)
O (-1.286, 28.818, -1.160)
O (-0.475, 30.846, -0.079)
F (-2.764, 30.669, -0.821)
S (-1.509, 28.246, 1.585)
O (-0.058, 28.398, 1.758)
O (-2.113, 27.007, 1.068)
F (-2.024, 28.138, 3.120)
N (-4.994, 26.481, -2.510)
S (-4.626, 27.245, -3.765)
O (-5.555, 28.246, -4.193)
O (-3.772, 26.592, -4.710)
F (-3.520, 28.144, -3.044)
S (-6.340, 25.730, -3.305)
O (-6.072, 24.845, -4.439)
O (-7.633, 26.340, -3.261)
F (-6.406, 24.674, -2.033)
N (-3.811, 34.673, 0.782)
S (-3.506, 35.964, 1.564)
O (-3.107, 37.128, 0.762)
O (-2.823, 35.680, 2.854)
F (-4.987, 36.374, 2.035)
S (-2.147, 34.500, 0.264)
O (-1.061, 35.014, 1.083)
O (-1.982, 34.734, -1.223)
F (-2.125, 32.895, 0.451)
C (-3.149, 24.054, 3.019)
F (-3.173, 24.453, 4.318)
F (-2.000, 24.460, 2.457)
F (-3.225, 22.774, 2.955)
S (-4.709, 24.747, 1.998)
O (-5.843, 23.889, 2.297)
O (-4.913, 26.109, 2.443)
O (-4.317, 24.845, 0.577)
O (-0.943, 26.571, -3.179)
H (-0.148, 26.176, -2.820)
H (-1.184, 27.245, -2.544)
O (-2.623, 31.190, 3.540)
H (-2.631, 30.550, 2.828)
H (-2.591, 30.661, 4.337)
O (-4.915, 29.773, 2.009)
H (-5.449, 29.533, 1.252)
H (-4.012, 29.686, 1.704)

---

| no. | energy (eV) |
| --- | --- |
| 1 | -68575.50412 |
| 2 | -285757.64104 |